No. 1
148
Properties=species:S:1:pos:R:3:lowdin_charge:R:1 method="wB97M-V/def2-TZVPD" e_above_lowest_kcal_mol=105.7 energy_ev=-235699.67354 homo_lumo_gap_ev=6.6 multiplicity=1 charge=+1
Br 2.70 0.76 1.63 0.87
Ti 0.12 -0.05 -0.42 0.63
S -0.46 -2.02 2.35 0.78
S -4.18 -0.61 1.19 0.70
S 1.76 -3.10 -0.79 0.79
S 1.30 -4.17 1.79 0.88
Si 1.83 0.89 -2.11 0.55
Si -1.22 -0.75 -2.48 0.60
O -1.33 3.57 -2.29 0.06
O -0.87 1.49 -0.63 -0.38
N -5.78 -0.59 -0.92 0.10
N 1.22 -1.76 -0.68 -0.36
N -6.81 -0.23 1.10 -0.06
N -0.45 -0.95 1.38 -0.31
N 0.92 -2.91 2.59 -0.34
N 0.05 2.07 1.69 -0.02
N -1.02 2.74 1.28 0.04
N 1.19 -4.27 0.25 -0.34
C -1.73 -3.25 2.08 -0.33
C -3.40 4.64 -2.10 0.00
C 1.37 -3.72 -4.69 -0.03
C 1.37 0.39 -6.23 -0.08
C -0.30 -6.40 1.43 -0.06
C 2.59 3.46 7.57 -0.08
C -3.24 -4.94 2.80 -0.06
C -2.82 0.24 -2.69 -0.19
C 1.46 -3.96 -2.31 -0.34
C -0.56 -0.63 -5.24 -0.11
C 2.93 -4.55 2.40 -0.32
C 1.82 0.72 -4.96 -0.10
C -3.59 -5.18 1.48 -0.06
C -1.88 -0.70 4.20 -0.06
C 3.48 -3.83 3.46 -0.06
C 0.65 2.36 2.77 -0.19
C 0.38 -5.60 2.33 -0.31
C 1.04 -5.06 -4.79 -0.05
C 4.75 -4.18 3.90 -0.05
C -1.35 -0.55 6.54 -0.07
C -3.01 -4.44 0.46 -0.06
C 1.90 1.68 3.10 -0.60
C 0.17 -0.29 -6.37 -0.09
C 3.54 -3.20 -0.62 -0.32
C 4.31 -4.02 -1.42 -0.05
C -6.89 -0.16 2.54 -0.11
C -4.60 4.86 -1.44 -0.08
C -1.76 -2.57 -2.65 -0.20
C -0.96 -7.79 3.28 -0.05
C -4.90 4.17 -0.27 -0.10
C -0.74 -1.49 4.03 -0.31
C 4.88 -5.91 2.23 -0.05
C -5.67 -0.46 0.43 -0.87
C 2.07 2.77 -2.12 -0.20
C 4.10 -2.36 0.33 -0.11
C 1.14 -5.30 -2.40 -0.07
C 0.74 2.24 5.91 -0.06
C 1.26 3.42 7.94 -0.08
C -2.47 3.74 -1.59 -0.27
C 3.60 0.19 -2.07 -0.21
C 2.08 2.30 5.52 -0.22
C -0.28 -6.97 4.17 -0.05
C 1.10 0.39 -3.81 -0.31
C 0.39 -5.86 3.69 -0.06
C -2.08 -3.46 0.76 -0.10
C -2.18 -0.24 5.47 -0.06
C 3.00 2.90 6.37 -0.04
C 0.33 2.80 7.11 -0.08
C 5.44 -5.21 3.29 -0.05
C -2.30 -3.98 3.11 -0.06
C 1.59 -3.16 -3.44 -0.05
C -3.98 3.26 0.22 -0.05
C -1.81 2.06 0.23 -0.38
C -0.21 -1.32 6.35 -0.06
C 5.48 -2.37 0.50 -0.05
C 6.27 -3.18 -0.30 -0.06
C 5.69 -4.00 -1.26 -0.05
C -0.11 -0.30 -3.95 -0.32
C 0.09 -1.81 5.09 -0.06
C -0.98 -7.51 1.93 -0.05
C -2.75 3.04 -0.41 -0.11
C 2.56 1.71 4.26 -0.11
C 3.61 -5.59 1.78 -0.06
C 0.93 -5.85 -3.65 -0.06
H 4.05 2.93 6.09 0.11
H 0.02 1.73 5.28 0.09
H -7.90 0.12 2.82 0.09
H -1.52 -8.15 1.24 0.12
H 2.30 3.14 -1.12 0.02
H -1.49 -8.66 3.66 0.11
H -1.07 -3.29 -2.20 0.00
H -6.19 0.59 2.92 0.07
H 3.55 1.27 4.29 0.10
H -4.33 -5.94 1.25 0.11
H -0.71 2.75 7.40 0.10
H -6.64 -1.12 3.01 0.08
H 3.47 -1.72 0.93 0.04
H -3.16 5.17 -3.01 0.12
H 3.64 -0.86 -1.79 -0.01
H -3.71 -5.51 3.60 0.12
H -2.52 -0.47 3.36 0.06
H -3.50 -0.27 -3.38 0.04
H 1.20 3.31 -2.49 0.02
H 3.32 3.94 8.22 0.11
H 2.94 -3.01 3.89 0.10
H 2.76 1.26 -4.87 0.10
H -2.74 -2.71 -2.18 0.02
H -6.59 -0.20 -1.38 0.11
H 1.06 -5.91 -1.51 0.09
H 3.16 -6.12 0.95 0.12
H 4.21 0.75 -1.36 0.02
H 0.93 -5.20 4.37 0.12
H -2.60 1.23 -3.11 0.04
H 5.93 -1.72 1.23 0.12
H 2.92 3.03 -2.77 0.03
H -1.86 -2.84 -3.70 0.03
H 0.30 3.13 3.46 0.13
H 5.43 -6.71 1.75 0.12
H 0.86 -5.50 -5.77 0.11
H 6.31 -4.63 -1.89 0.11
H 3.87 -4.65 -2.18 0.11
H 1.45 -3.09 -5.57 0.11
H 6.43 -5.47 3.63 0.11
H -3.29 -4.62 -0.57 0.11
H 4.07 0.29 -3.06 0.03
H 1.83 -2.11 -3.34 0.10
H 0.97 -2.42 4.93 0.09
H 0.44 -1.54 7.18 0.11
H -1.64 -2.84 -0.02 0.07
H -4.92 -0.54 -1.43 0.04
H 7.35 -3.17 -0.19 0.11
H -1.58 -0.17 7.53 0.11
H -1.53 3.31 1.94 0.15
H 5.19 -3.63 4.72 0.12
H -4.21 2.68 1.11 0.10
H 0.67 -6.90 -3.74 0.11
H -0.28 -7.19 5.23 0.12
H -7.67 -0.28 0.59 0.14
H -3.33 0.41 -1.74 -0.01
H -0.32 -6.16 0.38 0.10
H -5.84 4.33 0.24 0.10
H -0.20 -0.55 -7.35 0.10
H 0.94 3.86 8.87 0.10
H -5.31 5.57 -1.84 0.10
H 1.95 0.67 -7.10 0.10
H -2.41 1.26 0.68 0.06
H -0.84 2.83 -1.87 0.06
H -1.50 -1.15 -5.37 0.10
H -3.07 0.36 5.62 0.11
H -2.02 -3.79 4.14 0.12


No. 2
9
Properties=species:S:1:pos:R:3:nbo_charge:R:1 method="wB97M-V/def2-TZVPD" e_above_lowest_kcal_mol=61.1 energy_ev=-12002.89204 homo_lumo_gap_ev=8.5 multiplicity=1 smiles="O=C([O-])[C@@H]1O[C@H]1F" charge=-1
F 2.42 -0.33 -0.36 -0.37
O 0.78 0.65 1.05 -0.52
O -2.35 -0.98 0.07 -0.76
O -1.69 1.06 -0.57 -0.76
C -0.09 -0.40 0.45 -0.07
C -1.57 -0.04 -0.06 0.73
C 1.27 0.39 -0.26 0.41
H -0.01 -1.49 0.83 0.18
H 1.24 1.14 -1.13 0.17